Run one
The molecule C3H3ClS, computed with the ωB97M-V functional and the def2-TZVPD basis.

```
8
Properties=species:S:1:pos:R:3
C 1.162 -0.038 0.103
C 2.338 0.459 0.155
C -1.564 -0.145 -0.067
S -0.009 -1.154 -0.095
Cl 3.831 1.057 0.134
H -2.157 -0.614 0.680
H -2.096 -0.486 -0.990
H -1.505 0.921 0.080
```

Computed properties:
Kohn-Sham gap (alpha / beta): 5.6291 / 6.9912 eV
LUMO level (alpha / beta): 0.818 / -2.149 eV
M: 106.6 g/mol
2S+1: 3

---

Run two
A 2-piece molecular cluster, C3H3ClS overall, computed with the ωB97M-V functional and the def2-TZVPD basis.

```
8
Properties=species:S:1:pos:R:3
C -1.038 0.335 1.344
C -0.476 1.333 0.974
C 0.643 -0.729 -0.938
S 1.709 -1.792 -0.517
Cl 0.708 0.367 -2.239
H -1.281 -0.678 1.467
H -0.383 -0.891 -0.599
H 0.119 2.056 0.507
```

Computed properties:
Kohn-Sham gap (alpha / beta): 7.8828 / 7.5678 eV
LUMO level (alpha / beta): 0.882 / -2.823 eV
M: 106.6 g/mol
2S+1: 3

---

Most favorable structure: run two. The second most favorable one is 0.0166 hartree above it.

---

Run one
The molecule C3H6N2O2, computed with the ωB97M-V functional and the def2-TZVPD basis.

```
13
Properties=species:S:1:pos:R:3
O 2.273 1.203 0.848
N 1.583 0.304 0.290
C 0.791 0.596 -0.918
C -0.472 -0.305 -0.828
C -1.084 -0.136 0.579
N -0.056 -0.535 1.497
O -0.057 -1.654 1.941
H 1.310 0.404 -1.844
H 0.458 1.564 -0.986
H -1.281 -0.048 -1.539
H -0.190 -1.303 -0.641
H -1.327 0.809 0.955
H -1.948 -0.898 0.646
```

Computed properties:
Kohn-Sham gap (alpha / beta): 7.8475 / 7.8885 eV
LUMO level (alpha / beta): -0.732 / -0.707 eV
SMILES string: O=NCCCN=O
M: 102.1 g/mol

---

Run two
C3H6N2O2 as an isolated structure, computed with the ωB97M-V functional and the def2-TZVPD basis.

```
13
Properties=species:S:1:pos:R:3
C 0.011 1.059 0.802
C 0.192 0.336 -1.010
C -0.813 -1.326 0.817
N 0.480 1.548 -0.357
N -0.421 -0.094 0.214
O -0.084 1.378 1.940
O 1.240 -0.435 -1.410
H -0.432 0.356 -2.193
H -1.890 -1.497 0.668
H -0.214 -2.138 0.359
H -0.363 -1.236 1.775
H 0.295 2.469 -0.723
H 1.998 -0.419 -0.883
```

Computed properties:
Kohn-Sham gap: 10.4334 eV
LUMO level: 0.776 eV
M: 102.1 g/mol

---

Run three
The molecule C3H6N2O2, computed with the ωB97M-V functional and the def2-TZVPD basis.

```
13
Properties=species:S:1:pos:R:3
C 1.928 -0.755 0.554
N 0.574 -0.491 0.107
C 0.085 0.779 0.130
O 0.732 1.756 0.454
N -1.259 0.953 -0.251
C -2.178 0.082 -0.781
O -3.303 0.405 -1.081
H 2.384 0.211 0.780
H 2.506 -1.258 -0.228
H 1.934 -1.374 1.458
H -0.037 -1.274 -0.056
H -1.561 1.915 -0.170
H -1.804 -0.948 -0.918
```

Computed properties:
Kohn-Sham gap: 10.9639 eV
LUMO level: 0.638 eV
SMILES string: CNC(=O)NC=O
M: 102.1 g/mol

---

Run four
The molecule C3H6N2O2, computed with the ωB97M-V functional and the def2-TZVPD basis.

```
13
Properties=species:S:1:pos:R:3
H -2.977 -1.617 -0.208
N -2.228 -0.930 -0.246
C -1.579 -0.943 0.838
O -0.528 -0.137 1.088
C -0.165 0.748 0.065
C 1.067 0.639 -0.447
N 1.971 -0.354 -0.116
O 1.575 1.483 -1.381
H -1.769 -1.573 1.714
H -0.926 1.439 -0.281
H 2.935 -0.052 -0.157
H 1.731 -0.832 0.741
H 0.894 2.129 -1.609
```

Computed properties:
Kohn-Sham gap: 8.8673 eV
LUMO level: 0.855 eV
SMILES string: [H]/N=C/O/C=C(\N)O
M: 102.1 g/mol

---

Most favorable structure: run three. The second most favorable one is 0.0677 hartree above it.

---

Run one
A 2-piece molecular cluster, C2H6O overall, computed with the ωB97M-V functional and the def2-TZVPD basis.

```
9
Properties=species:S:1:pos:R:3
C -0.705 -1.440 -1.329
O -1.873 -1.585 -1.077
H -0.252 -0.452 -1.451
H -0.124 -2.371 -1.390
C 0.575 1.181 1.060
H 0.099 0.264 0.726
H 0.025 1.723 1.820
H 0.717 1.826 0.197
H 1.537 0.854 1.443
```

Computed properties:
Kohn-Sham gap: 11.0862 eV
LUMO level: 0.845 eV
SMILES string: C=O.C
M: 46.1 g/mol

---

Run two
The molecule C2H6O, computed with the ωB97M-V functional and the def2-TZVPD basis.

```
9
Properties=species:S:1:pos:R:3
C 0.276 0.685 -0.569
C -0.104 -0.650 0.082
O -0.941 -0.558 1.176
H 0.685 0.508 -1.604
H 1.118 1.243 -0.028
H -0.672 1.272 -0.539
H -0.704 -1.085 -0.641
H 0.770 -1.240 0.235
H -0.428 -0.175 1.887
```

Computed properties:
Kohn-Sham gap: 11.4207 eV
LUMO level: 1.038 eV
SMILES string: CCO
M: 46.1 g/mol

---

Most favorable structure: run two. The second most favorable one is 0.0173 hartree above it.

---

Run one
The molecule C2H6O, computed with the ωB97M-V functional and the def2-TZVPD basis.

```
9
Properties=species:S:1:pos:R:3
C -1.014 0.046 0.008
C 0.484 0.210 -0.160
O 1.139 -1.002 0.175
H -1.261 -0.314 1.012
H -1.493 1.017 -0.157
H -1.415 -0.664 -0.721
H 0.841 1.033 0.474
H 0.686 0.496 -1.205
H 1.998 -0.785 0.553
```

Computed properties:
Kohn-Sham gap: 11.3212 eV
LUMO level: 1.015 eV
SMILES string: CCO
M: 46.1 g/mol

---

Run two
The molecule C2H6O, computed with the ωB97M-V functional and the def2-TZVPD basis.

```
9
Properties=species:S:1:pos:R:3
C 1.047 0.012 -0.089
O 0.027 -0.854 -0.099
C -1.037 -0.030 0.006
H 1.163 0.932 -0.665
H 1.802 -0.959 0.030
H 1.138 0.393 0.906
H -0.889 0.691 0.731
H -1.952 -0.677 0.184
H -1.299 0.494 -1.004
```

Computed properties:
Kohn-Sham gap: 11.0254 eV
LUMO level: 1.073 eV
SMILES string: COC
M: 46.1 g/mol

---

Most favorable structure: run one. The second most favorable one is 0.0846 hartree above it.

---

Run one
A 3-piece molecular cluster, C4H14NO2 overall, computed with the ωB97M-V functional and the def2-TZVPD basis.

```
21
Properties=species:S:1:pos:R:3
C 1.686 2.862 0.429
C 2.170 1.517 -0.121
C 1.219 0.339 0.077
C -0.092 0.613 0.241
N -0.985 -0.424 -0.347
H 0.612 2.975 0.510
H 2.185 3.286 1.305
H 1.849 3.629 -0.351
H 2.074 1.628 -1.202
H 3.200 1.293 0.178
H 1.629 -0.664 0.080
H -0.635 1.172 0.968
H -1.653 -0.140 -1.071
H -1.626 -0.804 0.376
H -0.467 -1.171 -0.844
H -3.991 -0.901 0.747
H -3.540 -1.553 2.097
O -3.242 -1.129 1.288
H 0.049 -3.591 -1.935
H 0.828 -2.972 -0.769
O 0.274 -2.745 -1.535
```

Computed properties:
Kohn-Sham gap: 10.1605 eV
LUMO level: -3.241 eV
charge: +1
M: 108.2 g/mol

---

Run two
A 2-piece molecular cluster, C4H14NO2 overall, computed with the ωB97M-V functional and the def2-TZVPD basis.

```
21
Properties=species:S:1:pos:R:3
O -0.129 -1.617 1.923
C 0.853 -1.672 0.888
C 1.096 -0.316 0.295
N -0.213 0.265 -0.182
C -0.709 1.460 0.568
C -0.285 2.787 -0.099
H 0.229 -1.122 2.671
H 1.766 -2.160 1.216
H 0.399 -2.339 0.153
H 1.549 0.453 0.899
H 1.770 -0.401 -0.564
H -0.913 -0.472 -0.205
H -0.143 0.479 -1.183
H -1.788 1.419 0.585
H -0.346 1.416 1.575
H -1.097 3.484 0.097
H 0.626 3.166 0.360
H -0.183 2.714 -1.176
H -1.304 -0.750 -3.274
H 0.110 -1.199 -3.360
O -0.524 -0.879 -2.701
```

Computed properties:
Kohn-Sham gap: 11.9330 eV
LUMO level: -2.922 eV
charge: +1
M: 108.2 g/mol

---

Run three
A 2-piece molecular cluster, C4H14NO2 overall, computed with the ωB97M-V functional and the def2-TZVPD basis.

```
21
Properties=species:S:1:pos:R:3
C -1.529 0.885 0.582
C -0.179 0.285 0.213
C -0.303 -1.260 -0.103
C -1.089 -2.095 0.876
O 1.122 -1.647 -0.144
N 0.891 0.441 1.262
H -1.934 1.335 -0.324
H -2.217 0.265 1.165
H -1.438 1.675 1.349
H 0.242 0.536 -0.758
H -0.668 -1.391 -1.117
H -2.153 -2.058 0.743
H -0.529 -3.040 0.994
H -0.772 -1.850 1.917
H 1.273 -1.939 -1.031
H 1.652 -0.207 1.017
H 1.122 1.431 1.193
H 0.517 0.272 2.195
H 1.435 3.445 -2.498
H 0.405 2.610 -3.229
O 0.798 2.725 -2.359
```

Computed properties:
Kohn-Sham gap: 11.7376 eV
LUMO level: -3.113 eV
charge: +1
M: 108.2 g/mol

---

Run four
A 3-piece molecular cluster, C4H14NO2 overall, computed with the ωB97M-V functional and the def2-TZVPD basis.

```
21
Properties=species:S:1:pos:R:3
C 0.455 -2.902 0.743
C 0.188 -1.733 1.699
C 0.121 -0.310 1.193
C 0.432 -0.028 -0.086
N -0.552 0.575 -1.021
H 0.161 -2.794 -0.299
H 1.499 -3.196 0.832
H -0.149 -3.726 1.106
H -0.867 -1.885 1.951
H 0.841 -1.730 2.573
H -0.226 0.464 1.871
H 1.210 -0.472 -0.696
H -1.318 -0.065 -1.237
H -0.241 0.840 -1.960
H -0.969 1.421 -0.556
H 1.573 2.919 -2.843
H 2.146 1.739 -2.166
O 1.286 2.089 -2.433
H -2.473 2.816 -0.030
H -1.580 3.140 1.137
O -1.537 2.837 0.221
```

Computed properties:
Kohn-Sham gap: 9.5370 eV
LUMO level: -3.592 eV
charge: +1
M: 108.2 g/mol

---

Most favorable structure: run two. The second most favorable one is 0.0214 hartree above it.

---

Run one
A 3-piece molecular cluster, C4H14NO2 overall, computed with the ωB97M-V functional and the def2-TZVPD basis.

```
21
Properties=species:S:1:pos:R:3
C -0.666 0.648 2.145
C -1.291 -0.572 1.517
C -0.316 -1.482 0.836
C -0.346 -1.967 -0.390
N -0.657 1.835 1.208
H -1.178 0.949 3.061
H 0.346 0.475 2.507
H -1.767 -1.158 2.307
H -2.145 -0.388 0.855
H 0.488 -1.820 1.496
H 0.348 -2.668 -0.832
H -1.100 -1.574 -1.076
H -0.398 1.591 0.244
H -1.563 2.293 1.273
H 0.038 2.510 1.525
H 1.621 -0.862 -3.973
H 2.822 -0.033 -4.442
O 2.534 -0.626 -3.730
H 1.208 1.695 -1.765
H 1.317 0.205 -1.362
O 0.707 0.951 -1.402
```

Computed properties:
Kohn-Sham gap: 10.1386 eV
LUMO level: -3.374 eV
charge: +1
M: 108.2 g/mol

---

Run two
A 2-piece molecular cluster, C4H14NO2 overall, computed with the ωB97M-V functional and the def2-TZVPD basis.

```
21
Properties=species:S:1:pos:R:3
C -0.323 -1.360 -0.085
C -0.473 -0.089 -0.891
C 0.870 0.571 -1.281
C 1.936 0.692 -0.206
O 0.481 1.868 -1.771
N -1.227 0.972 -0.078
H 0.686 -1.701 -0.305
H -0.346 -1.236 0.989
H -0.960 -2.174 -0.432
H -0.994 -0.138 -1.829
H 1.234 0.052 -2.168
H 2.892 0.888 -0.711
H 1.840 1.600 0.386
H 1.998 -0.194 0.411
H 1.086 2.599 -1.616
H -0.612 1.768 0.114
H -2.095 1.255 -0.545
H -1.590 0.565 0.780
H -1.803 -2.652 3.244
H -1.346 -1.243 3.268
O -1.252 -2.045 2.725
```

Computed properties:
Kohn-Sham gap: 11.5547 eV
LUMO level: -3.330 eV
charge: +1
M: 108.2 g/mol

---

Run three
A 2-piece molecular cluster, C4H14NO2 overall, computed with the ωB97M-V functional and the def2-TZVPD basis.

```
21
Properties=species:S:1:pos:R:3
C -0.771 -0.554 1.885
C -0.229 -0.563 0.462
C -1.037 0.271 -0.553
C -1.648 1.554 -0.014
O -0.123 0.541 -1.620
N 1.211 -0.087 0.451
H -1.683 -1.137 1.985
H -0.988 0.469 2.199
H -0.044 -0.962 2.593
H -0.211 -1.588 0.079
H -1.841 -0.368 -0.891
H -2.446 1.306 0.689
H -2.106 2.079 -0.865
H -0.900 2.249 0.350
H -0.561 0.568 -2.477
H 1.852 -0.725 -0.068
H 1.535 0.004 1.411
H 1.246 0.832 0.009
H 3.545 -1.550 -1.446
H 2.573 -1.029 -2.549
O 2.626 -1.310 -1.631
```

Computed properties:
Kohn-Sham gap: 11.7078 eV
LUMO level: -3.001 eV
charge: +1
M: 108.2 g/mol

---

Most favorable structure: run three. The second most favorable one is 0.0298 hartree above it.